The following is a quantum chemistry calculation of a structure of composition C6H8CrO6, from the OMol25 dataset.

ORCA input file:
```
! RIJCOSX wB97M-V def2-TZVPD def2/J DEFGRID3
* xyz 4 5
O -2.6174 -0.8928 3.0554
C -3.0645 -1.1925 1.9165
O -3.9861 -2.0347 1.7827
O -2.5304 -0.6725 0.8117
C -1.4774 0.2308 0.9683
C -0.7035 0.3910 -0.2307
C 0.2468 1.4731 -0.3958
C 1.3622 1.3119 -1.3969
O 2.4061 0.4108 -0.7428
C 3.5005 0.1479 -1.1772
O 4.6021 0.2126 -1.4646
Cr -3.9387 -2.0925 3.7226
H -0.6924 -0.1439 1.6794
H -1.7806 1.1967 1.4121
H -0.8543 -0.3296 -1.0467
H 0.5634 1.9365 0.5493
H -0.4437 2.2353 -0.8505
H 1.8754 2.2582 -1.5826
H 1.0847 0.7966 -2.3210
O 2.8355 -2.4480 -2.1048
H 3.6125 -2.7949 -2.5844
*
```

Computed properties:
E (hartree): -1727.20491
Frontier orbital gap (alpha / beta) (eV): 1.737 / 3.293
LUMO energy (alpha / beta) (eV): -21.71 / -19.24
HOMO (alpha / beta) (eV): -23.449 / -22.535
Expectation value of S²: 6.172

The following is a quantum chemistry calculation of a structure of composition C6H8CsLiO5, from the OMol25 dataset.

ORCA input file:
```
! RIJCOSX wB97M-V def2-TZVPD def2/J DEFGRID3
* xyz 0 1
Li -2.7703 2.0435 -1.6300
O -1.6088 2.5086 -0.2727
O -1.7105 0.7520 1.2621
C -2.7094 -0.2318 1.0553
C -2.3787 -0.7677 -0.3274
O -1.8940 0.3919 -0.9822
C -1.2552 1.2824 -0.0062
H -2.6370 -0.9898 1.8450
H -3.7126 0.2264 1.0755
H -3.2483 -1.1543 -0.8715
H -1.5923 -1.5370 -0.2902
Cs 4.3863 2.3332 -0.9217
O 0.9835 1.9249 0.5867
C 3.8083 -1.1543 -0.2985
C 2.4669 -1.1588 0.1240
O 0.7411 -0.0356 -0.4424
C 0.2883 1.0585 0.0287
H 4.5529 -0.9645 0.4869
H 4.0682 -1.7527 -1.1798
H 2.3279 -0.8459 1.1661
H 1.8937 -1.9289 -0.4078
*
```

Computed properties:
E (hartree): -637.24598
Frontier orbital gap (eV): 5.774
LUMO energy (eV): -0.78
HOMO (eV): -6.556

The following is a quantum chemistry calculation of a structure of composition C6H8F2, from the OMol25 dataset.

ORCA input file:
```
! RIJCOSX wB97M-V def2-TZVPD def2/J DEFGRID3
* xyz 0 1
C 0.0503 0.7209 2.5372
C -0.2720 0.2283 1.1353
C 0.2276 0.3936 -0.0804
C 0.1349 -0.1153 -1.3792
C -1.1380 -0.8696 -1.6450
C 1.1657 -0.3850 -2.3928
H -1.1778 1.0489 2.9744
H 0.4340 -0.1157 3.2308
H 0.8883 1.3739 2.3392
H -2.1344 -0.2646 -1.6391
H -0.7621 -1.4467 -2.5910
H -1.1762 -1.7520 -0.7758
H 0.6723 -1.1627 -3.3200
H 2.3774 -0.4147 -2.3902
F -1.5281 -0.5713 1.2154
F 1.5134 0.8932 0.2424
*
```

Computed properties:
E (hartree): -432.94720
Frontier orbital gap (eV): 8.561
LUMO energy (eV): -0.10
HOMO (eV): -8.662

The following is a quantum chemistry calculation of a cluster of 2 separate species, C6H8F2OSi in total, from the OMol25 dataset.

ORCA input file:
```
! RIJCOSX wB97M-V def2-TZVPD def2/J DEFGRID3
* xyz 0 1
C 3.0634 1.9896 -0.3923
C 1.7418 1.9879 -0.9568
C 2.9647 1.4341 0.8313
C 0.9337 1.6020 0.0623
C -1.5262 -1.4138 0.6943
C -2.2576 -0.5969 -0.4183
O 1.6691 1.1699 1.1424
F -2.7690 1.5876 1.4985
F -2.7018 2.2173 -0.9010
Si -2.0327 1.1999 0.1236
H 4.0483 2.2853 -0.7139
H 1.6281 2.3760 -1.9772
H 3.6425 1.1613 1.4929
H -1.2471 -2.4158 0.1530
H -0.6218 -0.9846 0.9115
H -2.0367 -1.7057 1.6131
H -3.2026 -0.9842 -0.3179
H -1.7712 -0.8816 -1.4583
*
```

Computed properties:
E (hartree): -797.84762
Frontier orbital gap (alpha / beta) (eV): 7.688 / 7.689
LUMO energy (alpha / beta) (eV): -0.78 / -0.78
HOMO (alpha / beta) (eV): -8.469 / -8.470

The following is a quantum chemistry calculation of the molecule C6H8F2S, from the OMol25 dataset.

ORCA input file:
```
! RIJCOSX wB97M-V def2-TZVPD def2/J DEFGRID3
* xyz 0 1
C -0.5784 -2.6382 0.4708
C 0.1606 -1.6288 0.9494
C 0.7643 -0.6876 0.0313
C 1.3879 -0.7859 -1.0717
C 0.2289 1.0446 0.4039
F -0.3025 1.1497 1.6552
F 1.3583 1.7671 0.4006
C -0.6639 1.6418 -0.7262
S -1.1236 3.3925 -0.3134
H -1.1417 -3.3081 1.0801
H -0.4535 -3.0633 -0.5106
H 0.0460 -1.1576 2.0420
H 1.5944 0.0538 -1.6516
H 2.0350 -1.6897 -1.3010
H 0.0721 1.6482 -1.4859
H -1.6203 1.2316 -0.8824
H -1.7637 3.0299 0.9095
*
```

Computed properties:
E (hartree): -831.22657
SMILES: C=CC(=C)C(F)(F)CS
Frontier orbital gap (eV): 9.864
LUMO energy (eV): 0.66
HOMO (eV): -9.208

The following is a quantum chemistry calculation of a structure of composition C6H8F7N2O9S3, from the OMol25 dataset.

ORCA input file:
```
! RIJCOSX wB97M-V def2-TZVPD def2/J DEFGRID3
* xyz -1 1
N 1.6520 -4.7758 -1.6192
C 2.1804 -3.4372 -1.1821
C 1.2941 -2.7913 0.0058
C 0.5206 -1.4413 -0.4103
O -0.9258 -1.5781 -0.5255
C -1.3006 -2.3251 -1.6482
O -0.5159 -2.5793 -2.6034
O -2.6634 -2.8166 -1.8115
S -3.4125 -3.0297 -0.3269
O -3.7580 -1.6966 0.2979
O -2.6757 -3.9257 0.6165
F -4.9137 -3.7566 -0.6493
H 2.1011 -5.5231 -1.0678
H 0.6251 -4.8146 -1.5476
H 3.2483 -3.5759 -0.7963
H 2.1445 -2.7676 -2.1216
H 0.5332 -3.5174 0.4569
H 2.0325 -2.5112 0.8542
H 0.9801 -0.9246 -1.3375
H 0.6990 -0.6930 0.4523
C 1.5394 5.6824 2.2436
F 2.7169 6.3232 2.3920
F 1.2401 5.1435 3.4488
F 0.6065 6.6381 2.0234
S 1.5752 4.4298 0.9142
O 2.6039 3.4921 1.3284
O 1.8841 5.1856 -0.2868
N 0.0738 3.9407 1.0705
S -0.3156 2.7939 0.0473
O 0.2959 1.4945 0.2738
O -0.4211 3.1836 -1.3473
C -2.0450 2.5837 0.5938
F -2.7639 3.7231 0.4701
F -2.1320 2.2296 1.8970
F -2.7038 1.6368 -0.1054
*
```

Computed properties:
E (hartree): -2913.70348
Frontier orbital gap (eV): 7.632
LUMO energy (eV): 0.82
HOMO (eV): -6.814